Entry 1:
C38H74N8O3S3 | wB97M-V/def2-TZVPD

The geometry in ORCA input format:
```
! wB97M-V def2-TZVPD RIJCOSX def2/J DEFGRID3
* xyz 0 1
C 5.54811 2.41517 1.85008
C 4.86659 3.49069 2.66005
C 4.39562 4.69566 1.86440
C 3.30810 4.20325 0.99747
N 2.53853 3.84512 0.20810
H 6.46147 2.77879 1.26948
H 4.86728 2.00236 1.12361
H 5.81778 1.58345 2.54528
H 5.61945 3.79931 3.36269
H 4.02762 3.07733 3.14206
H 5.22377 5.10486 1.22728
H 4.03580 5.53481 2.49137
C -3.75865 3.09504 0.77851
C -5.25079 2.83488 0.49030
C -5.54713 2.56416 -0.96452
C -6.89927 2.12073 -1.23324
N -7.87648 1.54989 -1.51381
H -3.44931 4.02005 0.20399
H -3.04891 2.30976 0.49773
H -3.56179 3.30611 1.85068
H -5.75984 3.78422 0.73972
H -5.71074 2.10009 1.14107
H -4.93837 1.66873 -1.17140
H -5.11377 3.40616 -1.60586
C -0.26028 -4.87580 -2.65831
C -0.12234 -4.39672 -1.23727
C 0.07115 -5.55813 -0.20944
C -1.21535 -6.19449 0.13133
N -2.33143 -6.43339 0.36368
H -0.47171 -4.04032 -3.34206
H -1.10815 -5.53622 -2.67333
H 0.61647 -5.33155 -3.14327
H -0.94900 -3.79611 -0.88271
H 0.76097 -3.72508 -1.15499
H 0.45735 -5.03000 0.67250
H 0.90041 -6.14286 -0.57204
C 4.24781 -4.47140 2.21967
C 3.05516 -3.53225 2.34701
C 3.47953 -2.18394 3.00340
C 2.27762 -1.37670 3.28226
N 1.32356 -0.79648 3.56480
H 5.08556 -4.12110 1.54814
H 4.04188 -5.48157 1.88357
H 4.76664 -4.49115 3.18902
H 2.26032 -4.05902 2.92508
H 2.61141 -3.35649 1.33210
H 4.05158 -1.64099 2.26572
H 4.17234 -2.30892 3.80104
C 0.07054 1.04886 0.48242
C 0.24915 0.42028 -0.90123
C 1.70839 0.45237 -1.38154
C 2.55968 -0.18966 -0.46220
N 3.23808 -0.58620 0.37743
H 1.01675 0.87356 1.00384
H -0.71217 0.71569 1.12042
H 0.06931 2.14076 0.39826
H -0.31807 1.05075 -1.65162
H -0.09312 -0.57230 -1.04824
H 2.16191 1.45565 -1.50095
H 1.81362 -0.05203 -2.34151
C -1.14103 5.83917 -3.33444
C -0.68553 4.88124 -2.32741
C 0.74862 4.29788 -2.58957
C 0.78896 3.38534 -3.66644
N 0.73521 2.49188 -4.43189
H -0.99561 5.50635 -4.38704
H -0.52909 6.78092 -3.24923
H -2.21374 6.04429 -3.28751
H -1.43672 4.08217 -2.18249
H -0.50395 5.45759 -1.40862
H 1.14700 3.70837 -1.77373
H 1.52154 5.10096 -2.74660
C -1.14354 -2.58162 2.46521
C -1.47497 -2.43855 3.89847
C -2.93210 -2.03567 4.25839
C -3.36020 -0.92792 3.41399
N -3.54081 -0.11944 2.64002
H -0.07301 -2.58572 2.27927
H -1.51419 -1.77144 1.87542
H -1.57803 -3.50403 2.10261
H -0.84974 -1.56668 4.27394
H -1.30216 -3.40073 4.42101
H -2.93037 -1.60945 5.28178
H -3.66507 -2.80070 4.05096
C -1.29306 3.32114 4.72631
C -0.82405 3.11296 3.29090
C 0.60567 2.72788 3.08429
C 1.42067 3.81729 3.56806
N 2.10672 4.69617 3.84570
H -1.36163 2.43371 5.32844
H -2.24234 3.76987 4.64628
H -0.60975 4.02422 5.18606
H -0.95504 4.08914 2.76512
H -1.49790 2.43398 2.74532
H 0.87777 2.70625 2.01445
H 0.89397 1.77508 3.57772
C -5.80417 -1.35983 -0.30394
S -4.62836 -1.41455 -1.72208
O -3.72587 -0.23633 -1.53981
C -3.62623 -2.73940 -1.04489
H -5.32958 -1.34341 0.67945
H -6.43911 -2.26328 -0.41910
H -6.44800 -0.46775 -0.44362
H -4.10578 -3.65942 -0.86586
H -3.10926 -2.31038 -0.20239
H -2.82586 -2.98383 -1.79487
C -0.49259 -0.57040 -5.97267
S -2.20919 -0.97360 -5.29364
O -1.99918 -2.17387 -4.33773
C -2.31402 0.49020 -4.20826
H -0.48197 0.45190 -6.25282
H -0.20223 -1.43410 -6.63032
H 0.04530 -0.69835 -5.05187
H -2.75726 0.00661 -3.30146
H -2.97454 1.29909 -4.62577
H -1.35298 0.93395 -4.02837
C 5.60286 -3.82076 -1.81125
S 3.77590 -3.73133 -2.02447
O 3.29156 -4.91185 -2.88853
C 3.72634 -2.40911 -3.19033
H 5.99772 -3.64077 -2.83400
H 5.96734 -4.80498 -1.44311
H 5.97123 -3.04685 -1.10673
H 3.91659 -1.40101 -2.76922
H 2.70157 -2.46056 -3.57616
H 4.35663 -2.63563 -4.05692
*
```

Properties
**HOMO-LUMO gap**: 9.0085 eV
**LUMO level**: 0.31 eV



Entry 2:
C27H25N3O3 | wB97M-V/def2-TZVPD

The geometry in ORCA input format:
```
! wB97M-V def2-TZVPD RIJCOSX def2/J DEFGRID3
* xyz 0 1
C 8.38662 0.58322 0.40038
C 7.04864 0.86761 0.10322
N 6.15019 0.01593 0.01524
N 4.86137 0.49250 -0.19912
C 4.96926 1.70745 -0.37569
C 6.22648 2.05222 0.00525
H 6.66923 2.97073 0.14484
C 3.80306 2.87448 -0.47540
H 2.88615 2.52679 0.07925
H 4.17104 3.76013 0.06367
H 3.50610 3.22519 -1.37951
C 3.56257 -0.17510 -0.36898
C 2.60019 -0.10524 -1.17776
C 1.49519 -0.66140 -1.08839
C 1.42956 -1.95334 -0.52641
C 2.47312 -2.32837 0.50182
C 3.68278 -1.63871 0.49136
H 4.47620 -1.79715 1.10360
H 2.61338 -3.11788 0.86050
C 0.23984 -2.79192 -0.29476
O 0.11469 -3.83689 0.17030
O -0.80429 -2.31772 -1.11272
C -1.91205 -3.02267 -1.25205
H -1.88957 -3.98450 -0.51044
H -2.09604 -3.26963 -2.58430
C -3.01112 -2.27966 -0.82745
O -4.20560 -2.94225 -0.79018
N -2.73069 -0.89058 -0.48455
H -1.87845 -0.80838 -0.37940
C -3.67780 -0.13960 0.16786
C -3.87812 1.22197 -0.84584
C -4.61522 2.18629 -0.43243
C -4.73802 3.37193 -1.07388
C -4.28367 3.23983 -2.40488
C -3.60697 2.20756 -2.87387
C -3.34729 1.35330 -2.05161
H -2.83546 0.30343 -2.66188
H -3.18226 2.31146 -3.61751
H -4.42349 4.28654 -2.98247
H -5.42712 4.30788 -0.60777
H -4.89849 2.10806 0.85945
C -3.38044 0.37697 1.71558
C -2.18587 1.02635 1.63866
C -1.66967 1.27798 2.88877
C -2.40775 1.07099 3.92374
C -3.29542 0.18385 3.85832
C -3.83497 -0.21548 2.65853
H -4.67874 -0.85303 2.55761
H -3.95880 0.01875 4.64836
H -2.06927 1.35042 5.02411
H -0.69706 2.06203 2.90714
H -1.53743 1.44402 0.67226
H -4.47962 -0.57492 0.06671
H 0.70583 -0.56379 -1.65480
H 2.71948 0.90445 -1.54614
H 8.51984 -0.39274 0.62590
H 8.67253 1.01929 1.14602
H 8.84061 0.95088 -0.47470
*
```

Properties
**HOMO-LUMO gap**: 7.8053 eV
**Energy above the lowest of the compared OMol25 structures with the same formula, charge and spin**: 2374.31 kJ/mol
**LUMO level**: -0.77 eV



Entry 3:
C18H41ClN4NbO6 | wB97M-V/def2-TZVPD

The geometry in ORCA input format:
```
! wB97M-V def2-TZVPD RIJCOSX def2/J DEFGRID3
* xyz -1 1
C 4.45895 0.48853 -0.71658
C 3.23117 0.21454 -0.26518
Nb 1.36468 0.22496 -1.56710
O 0.33790 0.86780 0.09781
C -0.46047 0.17882 -2.90156
C -1.83644 0.09225 -2.18588
C -2.38963 -1.35188 -2.04007
N -2.65035 -1.77345 -0.64758
C 1.12196 -2.00350 -1.05252
O 1.50183 -2.94439 -2.08782
C 2.89543 -3.02872 -2.23694
C 1.81582 2.38373 -2.22234
C 2.20602 2.65813 -3.66441
O 2.77024 3.63234 -3.94284
Cl 1.83300 1.55725 -5.02850
H 5.00574 1.35369 -0.31900
H 4.98042 -0.13287 -1.44318
H 3.08073 0.01670 0.80078
H 2.37430 -0.32266 -2.97730
H -0.25677 0.15011 0.36654
H -0.42931 -0.65833 -3.61021
H -0.46464 1.08425 -3.51723
H -1.88462 0.58202 -1.20856
H -2.55766 0.62751 -2.81877
H -1.70400 -2.04828 -2.52603
H -3.35280 -1.39818 -2.56239
H -1.98655 -2.49471 -0.39517
H -2.56277 -1.00644 0.00877
H 1.65317 -2.20783 -0.12047
H 0.05284 -2.19479 -0.85954
H 3.42679 -2.37477 -1.54196
H 3.15948 -2.75113 -3.26368
H 3.26120 -4.05718 -2.08498
H 2.66727 2.71616 -1.62984
H 0.94319 2.97836 -1.93579
C 1.06627 -2.62948 2.61403
O 1.72671 -1.72328 2.15778
N 1.55805 -3.64011 3.36886
C 0.71547 -4.69724 3.88417
C 2.97891 -3.65681 3.66567
H -0.02245 -2.70680 2.44269
H 0.76248 -4.70722 4.97647
H 1.05952 -5.66199 3.50283
H -0.31707 -4.54373 3.57620
H 3.25316 -2.74508 4.19876
H 3.54720 -3.69399 2.73509
H 3.22139 -4.52398 4.27659
C -5.06230 -0.74977 2.31326
O -4.04991 -0.30709 1.81372
N -6.10879 -1.23282 1.61343
C -7.29489 -1.75357 2.25723
C -6.03114 -1.22649 0.15861
H -5.20992 -0.79645 3.40818
H -7.43801 -2.79931 1.97429
H -8.16804 -1.17597 1.94339
H -7.19967 -1.69018 3.33999
H -5.17001 -1.81450 -0.16622
H -5.89892 -0.20294 -0.19523
H -6.94342 -1.64402 -0.26333
C 3.20375 5.48352 0.90404
O 3.28670 5.25383 2.09555
N 2.08727 5.89226 0.26626
C 2.06337 6.15267 -1.16043
C 0.86935 6.07797 1.03252
H 4.07006 5.37251 0.22951
H 1.77737 7.19490 -1.32832
H 1.32991 5.49655 -1.63152
H 3.03925 5.97206 -1.60542
H 1.03634 6.82387 1.81232
H 0.59050 5.13774 1.51031
H 0.06538 6.40692 0.37825
*
```

Properties
**HOMO-LUMO gap**: 5.7787 eV
**LUMO level**: 2.24 eV



Entry 4:
C29H23Cl3CrIN3O8 | wB97M-V/def2-TZVPD

The geometry in ORCA input format:
```
! wB97M-V def2-TZVPD RIJCOSX def2/J DEFGRID3
* xyz -2 5
Cr 0.66167 -2.18261 -0.62371
O 0.29062 -3.25186 -2.42152
C -0.97496 -3.88578 -2.79273
C -1.51073 -4.81524 -1.67108
N -1.10809 -4.34423 -0.32619
C -0.34467 -5.32815 0.44815
C 0.99612 -4.80046 0.91340
O 1.67644 -5.66194 1.50615
O 1.27392 -3.60159 0.72963
C -2.01456 -3.45926 0.44444
C -2.23756 -2.03648 -0.13958
O -3.22531 -1.39680 0.16643
O -1.14684 -1.51046 -0.82298
H 1.06077 -3.82260 -2.57024
H -0.89965 -4.45014 -3.69800
H -1.67258 -3.06471 -2.95937
H -1.00754 -5.80703 -1.86537
H -2.63368 -4.87885 -1.74477
H -0.14056 -6.22586 -0.15687
H -0.98370 -5.70550 1.30979
H -1.55118 -3.22576 1.43456
H -2.95388 -4.01455 0.56913
Cl 3.99502 0.97875 -5.67435
C 3.67379 0.10866 -4.17914
C 4.50600 -0.95789 -3.82697
C 4.16881 -1.85480 -2.83563
I 5.07225 -3.59012 -2.25624
C 3.03602 -1.52346 -2.00352
O 2.67809 -2.32590 -1.04464
C 2.12681 -0.45019 -2.40143
N 0.91524 -0.54703 -1.83185
C 0.07912 0.45889 -2.16985
C 0.41011 1.46579 -3.01895
C 1.61367 1.41370 -3.73290
C 2.51827 0.35943 -3.48941
H 5.46182 -1.00674 -4.38772
H -0.95775 0.39778 -1.74311
H -0.27898 2.26007 -3.22919
H 1.88980 2.17528 -4.46826
Cl 1.03059 5.01652 -0.39477
C -0.62457 5.18488 0.17493
C -1.52579 5.75824 -0.68458
C -2.87167 5.85612 -0.24320
C -3.22182 5.40285 1.01308
C -2.31056 4.78487 1.82199
Cl -2.77438 4.43918 3.44595
C -0.97278 4.64604 1.42266
N 0.00834 3.91395 2.09038
C -0.11438 2.98057 3.19672
C 0.53109 3.37957 4.38993
C 0.21218 2.66014 5.56785
C -0.46552 1.44915 5.46207
C -0.88482 0.97778 4.22528
C -0.58823 1.64713 3.07502
C -0.53727 0.82894 1.76099
C 0.70525 -0.07996 1.78448
O 1.62497 0.17783 2.57391
O 0.75119 -1.09726 0.98427
H -1.24240 6.04507 -1.68127
H -3.62652 6.20622 -0.92531
H -4.23646 5.51165 1.34595
H 0.94725 4.31214 2.00346
H 1.13353 4.27120 4.40431
H 0.47515 3.10612 6.55561
H -0.77078 1.09139 6.49165
H -1.44659 0.03239 4.23650
H -0.31820 1.44746 0.86014
H -1.34894 0.15748 1.60591
*
```

Properties
**HOMO-LUMO gap (spin up / spin down)**: 3.2834 / 5.4081 eV
**Energy above the lowest of the compared OMol25 structures with the same formula, charge and spin**: 237.09 kJ/mol
**LUMO level (spin up / spin down)**: 3.93 / 3.93 eV
**Expectation value of S²**: 6.0359



Entry 5:
C20H27NOSi | wB97M-V/def2-TZVPD

The geometry in ORCA input format:
```
! wB97M-V def2-TZVPD RIJCOSX def2/J DEFGRID3
* xyz 0 1
C -2.11135 -2.11165 0.24337
Si -0.87053 -1.15470 -0.78366
C -0.05639 0.20474 0.28127
C 0.65283 -0.29650 1.62429
C 1.47473 0.77927 2.27325
N 0.82159 1.23676 3.49157
C 1.59312 2.20551 4.25131
C 1.72077 3.55110 3.41971
O 0.85423 3.49545 2.26631
C -0.46933 3.17759 2.64443
C -0.52987 1.82984 3.29023
C -1.63792 -0.50426 -2.26488
C -2.28536 0.71475 -2.19546
C -2.69231 1.32404 -3.34994
C -2.62652 0.70525 -4.62389
C -2.14184 -0.60717 -4.63592
C -1.65514 -1.16873 -3.46748
C 0.60365 -2.18206 -1.29205
C 0.91631 -3.45757 -0.90043
C 2.10773 -3.96917 -1.32815
C 2.83143 -3.32883 -2.29998
C 2.34963 -2.26108 -2.90417
C 1.23674 -1.66750 -2.39879
H -1.57810 -2.58961 1.01674
H -2.49793 -2.95595 -0.40732
H -2.94598 -1.61576 0.66280
H -0.99608 0.77843 0.43921
H 0.59922 0.81420 -0.32723
H 1.27986 -1.18852 1.32980
H -0.14660 -0.63148 2.30883
H 1.61342 1.72518 1.66560
H 2.49501 0.45491 2.49502
H 2.55595 1.70879 4.49627
H 1.13377 2.31939 5.18879
H 1.40855 4.49076 3.92557
H 2.74990 3.64224 2.99658
H -0.99879 3.24433 1.76003
H -0.86724 3.91269 3.34337
H -1.02891 1.87600 4.31097
H -1.32358 1.15929 2.75432
H -2.39071 1.13901 -1.22838
H -2.93564 2.39388 -3.32159
H -2.79562 1.35210 -5.49360
H -2.13866 -1.23965 -5.49538
H -1.37409 -2.21534 -3.51682
H 0.22028 -4.03019 -0.25543
H 2.40449 -4.85317 -0.79922
H 3.75173 -3.66944 -2.62989
H 2.90634 -1.72352 -3.65687
H 0.81320 -0.81368 -2.90307
*
```

Properties
**SMILES**: C[Si](CCCN1CCOCC1)(c1ccccc1)c1ccccc1
**HOMO-LUMO gap**: 8.7965 eV
**Energy above the lowest of the compared OMol25 structures with the same formula, charge and spin**: 362.06 kJ/mol
**LUMO level**: 0.74 eV



Entry 6:
C33H27BrI2IrN6O7 | wB97M-V/def2-TZVPD

The geometry in ORCA input format:
```
! wB97M-V def2-TZVPD RIJCOSX def2/J DEFGRID3
* xyz 2 6
Ir 0.71325 0.94332 -0.21327
I 6.58083 -4.50556 0.08668
C 4.89177 -3.36197 -0.18612
C 3.71547 -3.96632 -0.66900
C 2.60998 -3.19262 -0.84188
I 0.85927 -4.02692 -1.59234
C 2.60184 -1.76767 -0.51963
O 1.53878 -1.12394 -0.65380
C 3.84716 -1.17730 -0.05688
C 4.00029 0.27464 0.33463
N 3.10183 1.22167 -0.33090
C 3.50136 2.59991 -0.02633
C 2.39974 3.59897 -0.27268
C 2.61026 4.94400 -0.02326
C 1.59146 5.84111 -0.29041
C 0.39846 5.37070 -0.81963
C 0.25747 4.01471 -1.02482
N 1.23913 3.13818 -0.74636
C 4.94007 -1.98237 0.09671
H 3.69758 -5.02217 -0.90245
H 5.04359 0.54958 0.15048
H 3.83528 0.37457 1.40703
H 3.16564 1.07838 -1.33320
H 4.37454 2.88767 -0.61863
H 3.80333 2.64985 1.02091
H 3.56130 5.28091 0.37199
H 1.72737 6.89636 -0.09042
H -0.41941 6.03843 -1.04884
H -0.66501 3.59635 -1.39824
H 5.87260 -1.55113 0.44359
C 2.26050 -0.51668 3.28228
C 1.11336 0.43069 3.19632
N 0.55040 0.91549 2.10364
C -0.50444 1.70518 2.51242
C -0.56561 1.70271 3.87437
N 0.46489 0.90327 4.27823
C -1.43988 2.30254 4.92623
O -2.46897 3.00022 4.51990
O -1.15790 2.09046 6.08089
C -1.40500 2.33153 1.50475
O -2.32118 3.06823 1.87884
O -1.14730 2.03325 0.28859
H 2.34655 -1.07883 2.35351
H 2.11101 -1.22360 4.09851
H 3.19868 0.00844 3.47532
H 0.64820 0.71811 5.25499
H -2.53346 3.01186 3.51627
C 1.11336 1.16578 -4.04568
O 0.33526 0.57014 -2.99326
C -0.58213 -0.32850 -3.30610
C -0.82870 -0.80400 -4.57164
C -1.85105 -1.73475 -4.75056
Br -2.19720 -2.37997 -6.46053
C -2.64881 -2.18744 -3.68447
C -2.44109 -1.72456 -2.41406
C -1.37067 -0.77798 -2.15704
O -1.13193 -0.36162 -1.01414
C -3.29969 -2.14689 -1.31357
N -3.20181 -1.74545 -0.04920
C -4.19629 -2.33538 0.72153
C -4.52180 -2.21797 2.06841
C -5.60003 -2.95737 2.50160
C -6.33147 -3.78213 1.62695
C -6.01107 -3.89321 0.29182
C -4.92138 -3.14821 -0.14126
N -4.33174 -2.99625 -1.39357
H 1.71972 0.41284 -4.54736
H 1.74498 1.90342 -3.56216
H 0.46511 1.66788 -4.76253
H -0.25776 -0.47741 -5.42825
H -3.43617 -2.89814 -3.90434
H -2.50967 -1.05473 0.21564
H -3.96252 -1.57531 2.73593
H -5.89735 -2.90187 3.54049
H -7.17236 -4.34129 2.01420
H -6.58149 -4.52320 -0.37810
H -4.63932 -3.45060 -2.23678
*
```

Properties
**HOMO-LUMO gap (spin up / spin down)**: 7.0106 / 5.2539 eV
**LUMO level (spin up / spin down)**: -5.60 / -7.90 eV
**Expectation value of S²**: 8.8156



Number 1: electronic energy -91169.636 eV. Number 2: electronic energy -38994.678 eV. Number 3: electronic energy -51643.083 eV. Number 4: electronic energy -125388.884 eV. Number 5: electronic energy -32591.109 eV. Number 6: electronic energy -147000.784 eV.